Entry 1:
The following is a DFT calculation (ωB97M-V/def2-TZVPD) of a structure of composition C33H30BrCl7MgN2O4P2.

The total charge is 0. For the lowest unoccupied orbital energy (spin up / spin down), the calculation gives -0.9 / -0.9 eV. The spin multiplicity is 1. The energy above the lowest of the compared OMol25 structures with the same formula, charge and spin comes out at 725.0 kcal per mole. As for the HOMO-LUMO gap (spin up / spin down): 5.616 / 5.709 eV.

Geometry (Å):
Br1 -6.6183 4.4530 0.8625
Cl1 3.3247 -2.9837 -0.4031
Cl2 -2.2043 -3.5967 -0.4420
Cl3 2.5890 -6.1019 -1.4672
Cl4 5.3580 -1.9722 -4.7439
Cl5 5.6412 -0.1192 0.3047
Cl6 -0.7836 -6.4901 -1.4812
Cl7 -0.7908 -0.6765 0.5245
P1 1.6487 2.2689 2.0461
P2 -0.3563 -0.8282 2.2544
Mg1 1.0634 0.5141 0.4389
O1 -0.9025 2.5571 0.2309
O2 -3.0212 0.7281 1.0339
O3 0.5886 0.7102 -1.5746
O4 2.8019 0.4889 -0.1229
N1 -0.2524 4.9529 -0.6472
N2 -1.6715 6.5756 -0.0811
C1 1.2221 8.7515 -0.8845
C2 4.7513 -0.3590 -1.1567
C3 5.3450 -0.9475 -2.2389
C4 -3.8558 4.7227 0.2908
C5 1.7482 6.4010 -1.2000
C6 3.2783 -0.8329 -3.4682
C7 -1.5085 5.2865 -0.2123
C8 1.2657 0.1294 -2.4460
C9 0.9735 1.3894 3.5853
C10 -2.5384 4.2953 0.1261
C11 0.1378 -1.6446 0.0842
C12 2.6513 -0.2258 -2.3616
C13 -2.2132 2.9546 0.3468
C14 1.4507 -4.8882 -1.0618
C15 -0.3660 0.6762 3.3263
C16 3.3795 0.0060 -1.1582
C17 -1.5064 -1.8994 3.1938
C18 -4.8421 3.8387 0.6519
C19 0.5550 -2.8886 -0.4185
C20 1.7520 -3.6115 -0.6697
C21 4.5927 -1.1904 -3.3989
C22 -0.0679 8.4768 -0.4802
C23 1.0359 3.9606 2.3785
C24 -0.4639 7.1394 -0.4402
C25 0.4417 6.1281 -0.8034
C26 -3.2672 2.0777 0.7416
C27 -0.5281 -3.8752 -0.6578
C28 -1.8672 0.2146 0.7476
C29 2.1192 7.7299 -1.2341
C30 1.1931 -1.6842 2.7002
C31 3.4114 2.4219 2.4837
C32 0.0472 -5.0496 -1.0623
C33 -4.5661 2.5006 0.8859
H1 1.3077 -1.5985 3.7853
H2 2.7043 -1.0222 -4.3663
H3 1.0788 -2.7455 2.4728
H4 -0.3364 0.0548 -0.1997
H5 3.8995 1.4562 2.3599
H6 -4.0698 5.7701 0.1334
H7 6.3807 -1.2534 -2.1935
H8 1.5580 9.7783 -0.9406
H9 -2.5314 -1.5263 3.1939
H10 -1.5226 -2.9146 2.7948
H11 -1.6395 -1.6380 0.4599
H12 -1.1031 1.4167 3.0022
H13 2.4302 5.6051 -1.4715
H14 0.8496 2.1330 4.3742
H15 0.7631 -0.1224 -3.3912
H16 -1.2697 -0.8069 -0.7011
H17 1.4109 4.6526 1.6244
H18 3.5243 2.7756 3.5092
H19 -1.1244 -1.9406 4.2126
H20 -0.8156 1.5663 0.4229
H21 1.3895 4.2811 3.3593
H22 3.1238 7.9919 -1.5378
H23 -0.7353 0.2766 4.2802
H24 -0.0530 3.9852 2.3604
H25 3.8889 3.1283 1.8048
H26 -0.7589 9.2614 -0.2049
H27 2.1080 -1.3410 2.2162
H28 0.0800 4.0220 -0.8324
H29 -5.3278 1.7940 1.1809
H30 1.7094 0.6461 3.8959

Atomic forces in eV per Å
0.0 0.0 0.0
0.1 -0.2 0.1
-0.2 -0.4 -0.3
0.0 0.0 0.0
0.1 0.0 -0.1
0.1 0.0 0.1
0.0 0.0 0.0
-8.5 -6.4 -2.8
-0.2 0.4 1.8
3.6 0.7 9.2
3.5 1.5 -0.8
-0.3 0.7 -0.2
-2.2 -0.4 0.6
0.1 0.1 -0.4
1.7 -0.1 0.0
0.1 0.1 -0.1
-0.2 0.1 0.1
0.0 0.1 0.0
0.1 0.1 -0.1
-0.1 0.1 0.0
0.1 0.2 -0.1
-0.1 -0.1 0.0
-0.1 0.0 0.0
0.1 0.0 0.1
0.2 0.0 -0.1
0.1 -0.1 -0.9
0.1 -0.3 0.0
11.1 -8.5 -3.7
0.0 0.1 0.2
-0.3 -0.7 0.3
0.5 0.1 0.0
0.0 0.1 1.0
-0.4 0.1 -0.1
-0.8 -0.5 -0.5
-0.2 0.0 0.1
-3.1 -0.5 0.7
0.3 0.5 0.2
0.0 0.0 -0.1
0.0 -0.1 0.0
0.0 -0.1 -0.1
0.1 -0.2 -0.1
0.0 0.2 0.0
1.4 0.0 -0.4
1.3 0.1 -0.1
-5.2 9.1 2.7
0.0 0.0 0.0
0.1 -0.2 0.6
0.0 0.0 -0.1
-0.7 0.0 0.1
0.2 0.0 0.0
0.1 0.0 0.0
0.0 0.0 0.0
0.0 0.0 -0.1
3.2 6.2 -4.2
0.0 0.0 0.0
0.0 0.0 0.0
0.0 0.0 0.0
0.0 0.0 0.0
0.1 0.1 0.0
0.1 0.0 -0.1
-2.8 -2.5 1.2
-0.1 -0.3 -0.2
0.1 0.0 0.0
0.1 -0.1 0.1
0.0 0.0 0.0
-1.4 -0.5 -3.7
0.0 0.0 0.0
0.0 0.0 0.0
0.0 0.1 0.0
-1.4 0.7 0.3
0.0 0.0 0.0
0.0 0.0 0.0
0.0 0.3 0.1
0.0 0.0 0.0
0.0 0.0 0.0
0.0 0.0 0.0
-0.1 0.1 0.0
-0.1 0.0 0.1
0.0 0.0 0.0
0.1 0.2 0.1

---

Entry 2:
The following is a DFT calculation (ωB97M-V/def2-TZVPD) of a structure of composition C20H28CsN7O7P2.

The total charge is 0. For the lowest unoccupied orbital energy, the calculation gives -0.2 eV. The spin multiplicity is 1. The energy above the lowest of the compared OMol25 structures with the same formula, charge and spin comes out at 0.8 kcal per mole. As for the HOMO-LUMO gap: 8.718 eV.

Geometry (Å):
Cs1 -0.1232 0.7447 -1.8624
P1 1.8582 1.5277 1.3570
P2 3.0067 -0.1072 -0.7724
O1 4.4290 -0.8148 -0.6036
O2 1.5366 0.0402 1.9985
O3 3.0532 1.0626 0.3291
O4 1.9589 -1.1190 -0.3099
O5 2.3808 2.3921 2.4187
O6 0.6594 1.9196 0.5407
O7 2.8318 0.4633 -2.1335
N1 0.7874 -3.1717 1.2520
N2 -2.1019 -1.1845 -4.4021
N3 -0.9402 -2.6791 -1.2899
N4 -3.5412 0.9748 2.1641
N5 -3.0105 -0.8853 -2.3904
N6 -1.2397 -3.9928 1.7314
N7 -0.9717 -0.1921 2.7999
C1 -0.6417 -3.9640 -0.6552
C2 -2.2120 -1.6242 -3.1071
C3 -3.1632 -0.3397 1.6618
C4 -1.4491 -2.8300 -2.6414
C5 -0.6442 -3.5362 2.8957
C6 0.9170 -2.4064 4.8787
C7 0.6298 -3.0173 2.6154
C8 -2.9095 -0.0685 -4.5266
C9 -1.6616 -0.5264 1.5207
C10 -1.3362 1.1653 3.3011
C11 -4.0487 1.8368 -5.3225
C12 1.4424 -2.4632 3.6017
C13 -3.4703 0.1021 -3.2542
C14 -0.3683 -2.8973 5.1707
C15 -1.1577 -3.4745 4.1928
C16 -0.3624 -3.7494 0.7942
C17 -3.1863 0.7907 -5.5857
C18 -2.8482 1.2885 3.4054
C19 -4.6165 2.0226 -4.0514
C20 -4.3379 1.1653 -3.0060
H1 -3.3445 1.6859 1.4685
H2 -0.9180 1.8718 2.5805
H3 -3.2211 0.6099 4.1808
H4 -4.7815 1.2995 -2.0283
H5 -2.1210 -3.6920 -2.6548
H6 0.1866 -4.4987 -1.1405
H7 -1.1662 -0.9136 3.5007
H8 1.5812 -0.5872 1.2271
H9 1.4870 -2.7158 0.6660
H10 -1.5308 -4.5917 -0.7034
H11 -3.1041 2.3000 3.7198
H12 -2.1417 -3.8685 4.4113
H13 -1.2499 0.1505 0.7695
H14 -0.7344 -2.8333 6.1873
H15 -0.6590 -3.0442 -3.3779
H16 -2.7527 0.6513 -6.5671
H17 -0.8339 1.3084 4.2571
H18 -3.6251 -0.5169 0.6901
H19 -5.2885 2.8559 -3.8963
H20 -4.2947 2.5311 -6.1146
H21 -3.5596 -1.0966 2.3473
H22 1.5076 -1.9707 5.6735
H23 2.4187 -2.0577 3.3784
H24 0.0693 -0.1894 2.6065
H25 -1.5376 -1.6084 -5.1180
H26 5.0969 -0.3918 -1.1538
H27 -0.0901 -2.1231 -1.2837
H28 -1.4221 -1.5515 1.2512

Atomic forces in eV per Å
0.1 0.3 -0.3
0.2 0.0 0.1
-0.2 0.0 -0.1
0.1 0.0 0.1
-0.1 0.0 0.0
0.0 0.0 0.1
0.0 0.0 -0.1
0.0 0.0 -0.1
-0.2 -0.2 0.0
-0.1 -0.1 0.1
0.0 -0.1 0.0
0.0 0.0 0.0
0.0 0.0 0.0
0.0 0.0 0.0
0.0 0.0 0.1
0.1 -0.1 0.0
0.0 0.0 0.0
0.0 0.0 0.0
0.0 0.0 0.0
0.0 0.0 0.0
0.1 -0.1 0.0
0.0 0.0 0.0
0.0 0.0 0.0
0.0 0.0 0.0
0.0 0.0 0.0
-0.1 0.0 -0.1
0.0 0.0 0.0
0.0 0.0 0.0
0.0 0.0 0.0
0.1 0.0 0.0
0.0 0.0 0.0
0.0 0.0 0.0
-0.1 0.1 0.0
0.0 0.0 0.0
0.0 0.0 0.0
0.0 0.0 0.0
0.0 0.0 0.0
0.0 0.0 0.0
0.0 0.0 0.0
0.0 0.0 0.0
0.0 0.0 0.0
-0.1 0.0 0.0
0.0 0.0 0.0
0.0 0.0 0.0
0.1 0.0 0.0
0.1 0.0 0.0
0.0 0.0 0.0
0.0 0.0 0.0
0.0 0.0 0.0
0.0 0.0 0.2
0.0 0.0 0.0
0.0 0.0 0.0
0.0 0.0 0.0
0.0 0.0 0.0
0.0 0.0 0.0
0.0 0.0 0.0
0.0 0.0 0.0
0.0 0.0 0.0
0.0 0.0 0.0
0.0 0.0 0.0
0.0 0.0 0.0
0.0 0.0 0.0
0.0 0.0 0.0
0.1 0.0 0.0
0.0 0.0 0.0

---

Entry 3:
The following is a DFT calculation (ωB97M-V/def2-TZVPD) of a cluster of 19 separate species, C32H46Cl54NO3 in total.

The total charge is +1. For the lowest unoccupied orbital energy, the calculation gives -2.8 eV. The spin multiplicity is 1. As for the HOMO-LUMO gap: 8.514 eV.

Geometry (Å):
Cl1 -15.4459 -1.1323 -1.9780
Cl2 -9.4406 0.2424 -5.7432
Cl3 4.4858 1.3211 -5.3211
Cl4 8.8306 -2.5049 1.0626
Cl5 0.0965 1.1873 5.8529
Cl6 19.4272 3.5577 4.1462
Cl7 8.4203 0.3335 0.6178
Cl8 3.4373 2.0973 -0.2868
Cl9 0.3171 0.0683 8.5215
Cl10 2.1823 5.3869 4.7491
Cl11 -1.3689 -3.3053 -4.4133
Cl12 -9.2140 1.9776 -3.4284
Cl13 -3.5238 5.8632 2.6558
Cl14 6.7950 1.3879 -7.0823
Cl15 14.4399 -0.2139 8.1938
Cl16 1.1879 -4.6473 -4.1981
Cl17 3.7410 6.7523 0.0586
Cl18 3.2894 8.2855 2.4853
Cl19 12.7057 -2.6934 5.7347
Cl20 5.8909 -1.0605 5.7542
Cl21 7.1589 1.4416 -4.1997
Cl22 -6.9889 1.7300 -5.2903
Cl23 17.1443 2.9125 5.8188
Cl24 -12.1753 -4.2214 0.5239
Cl25 11.7963 -1.7474 3.1516
Cl26 2.5160 3.5241 2.5570
Cl27 5.5662 2.4663 1.6632
Cl28 8.4006 -0.7203 3.3106
Cl29 3.1736 2.6968 5.2552
Cl30 4.8626 -0.2007 0.7664
Cl31 -9.2886 3.2070 1.2651
Cl32 -3.4450 -3.7614 -0.3032
Cl33 -10.5694 0.5964 1.0736
Cl34 1.5950 2.4076 -3.9112
Cl35 17.2087 2.0381 3.0512
Cl36 -2.3687 4.1237 0.6343
Cl37 10.2745 -3.7668 4.5720
Cl38 16.2943 -0.5042 5.9761
Cl39 6.1772 -3.7511 6.8058
Cl40 -12.5888 -3.7743 -2.3153
Cl41 -16.8417 1.2757 -2.7983
Cl42 -12.4237 -1.5213 -0.5005
Cl43 -0.5228 -5.1548 -6.4902
Cl44 0.8277 -1.6003 6.1997
Cl45 1.0316 7.3629 0.9106
Cl46 -0.8558 -4.6150 -1.2628
Cl47 -0.1125 1.8226 -6.1810
Cl48 -0.7807 4.9480 2.9195
Cl49 -14.0160 0.9579 -3.3918
Cl50 -11.4390 2.7487 -0.6416
Cl51 -1.1071 3.4563 -3.9952
Cl52 -1.0531 -3.0755 1.1893
Cl53 13.8125 0.9485 5.6081
Cl54 8.4857 -2.0009 6.6586
O1 -7.3925 -0.6833 -0.4347
O2 5.1039 -2.5279 -3.3774
O3 2.9556 -2.0861 -2.9548
N1 -8.4804 -2.6214 -2.2127
C1 -5.7181 -0.0043 -2.0995
C2 1.0234 -1.2493 -1.8157
C3 2.1104 3.6918 4.2650
C4 0.2142 0.0035 -1.4525
C5 0.9421 0.0237 6.8764
C6 6.1687 0.8328 -5.5290
C7 -7.8318 -1.3224 -2.6561
C8 15.0999 0.5422 6.7401
C9 -6.7397 -1.0325 -1.6471
C10 -1.8193 -4.2916 0.1675
C11 -4.2652 -0.5085 -1.9929
C12 -3.5734 -0.1509 -0.6683
C13 9.1014 -0.8838 1.7013
C14 -1.2724 -0.2610 -1.7504
C15 4.9945 1.4995 0.3082
C16 0.0073 -3.9598 -5.3090
C17 6.7452 -2.0842 6.9143
C18 4.2529 -3.3852 -1.3336
C19 11.8858 -3.1389 4.2439
C20 -12.9481 -3.1923 -0.6831
C21 -8.9034 -2.5718 -0.7678
C22 17.6855 3.3028 4.1807
C23 0.3104 3.0160 -4.9528
C24 -10.0535 2.0446 0.1935
C25 -2.0522 5.4181 1.7953
C26 -7.9149 -1.8554 0.1549
C27 2.6798 7.0046 1.4423
C28 2.4950 -1.0196 -2.0768
C29 -2.2295 0.5433 -0.8715
C30 -8.7405 1.7370 -5.1155
C31 -15.5689 0.1358 -3.2041
C32 4.1624 -2.6146 -2.6250
H1 -5.9031 0.2399 -3.1440
H2 -14.0187 -3.2399 -0.5331
H3 -6.2133 -1.9824 -1.4658
H4 0.5225 0.8510 -2.0665
H5 -7.1159 -2.5132 0.5026
H6 4.1130 -2.7222 -0.4818
H7 0.4781 -3.1438 -5.8408
H8 6.5281 -1.7188 7.9085
H9 -7.7945 -3.3610 -2.3486
H10 3.4820 -4.1511 -1.3082
H11 -1.7054 6.2832 1.2465
H12 1.0955 3.3444 4.4064
H13 -2.3952 1.5408 -1.2872
H14 -9.3241 1.7347 -0.5434
H15 17.2020 4.2227 3.8824
H16 -9.1333 2.5637 -5.6920
H17 -8.6220 -0.5774 -2.6383
H18 -9.0445 -3.5949 -0.4292
H19 1.9868 0.3047 6.9023
H20 3.0790 -1.0442 -1.1623
H21 -4.2321 -1.5776 -2.1984
H22 -15.8177 -0.3336 -4.1460
H23 0.3376 0.2549 -0.4008
H24 0.5995 -1.6477 -2.7378
H25 -1.4422 -1.3246 -1.5534
H26 -8.4841 -1.5252 1.0197
H27 2.6505 6.0879 2.0156
H28 -9.8602 -2.0720 -0.7055
H29 -7.4646 -1.4527 -3.6695
H30 -1.9179 -5.2027 0.7415
H31 5.7144 1.5823 -0.4957
H32 -1.4389 -0.0884 -2.8125
H33 -3.7175 -0.0172 -2.7957
H34 2.6655 -0.0938 -2.6185
H35 0.9023 -1.9857 -1.0237
H36 -4.2091 0.4581 -0.0266
H37 6.2050 -0.2458 -5.5068
H38 10.1668 -0.7215 1.7694
H39 -9.3117 -2.8070 -2.7711
H40 0.6712 3.9044 -5.4530
H41 -3.3729 -1.0674 -0.1123
H42 15.5939 1.4606 7.0289
H43 -5.8197 0.9163 -1.5309
H44 5.2401 -3.8206 -1.2504
H45 -1.7725 0.6922 0.1065
H46 12.4602 -3.9136 3.7550

Atomic forces in eV per Å
-0.2 0.0 -0.1
0.0 0.0 0.0
0.0 0.0 0.0
0.0 0.0 0.0
-0.2 0.0 0.0
0.0 0.0 0.0
0.2 0.1 -0.1
0.0 0.0 -0.1
0.0 0.0 0.0
0.0 0.0 0.1
-0.1 0.1 -0.1
0.0 0.1 0.0
0.0 0.0 0.0
0.0 0.0 0.1
0.0 0.0 0.0
0.0 -0.1 0.0
0.0 0.0 0.0
0.0 0.0 0.0
0.0 0.0 0.0
-0.1 0.0 0.0
0.0 0.0 0.0
0.0 0.0 0.0
0.2 0.3 -0.1
0.0 0.0 0.0
0.4 -0.1 0.1
-0.2 -0.1 0.1
0.1 -0.1 -0.1
0.1 0.0 -0.1
0.1 0.0 0.0
0.0 0.0 0.1
0.0 -0.1 0.0
-0.2 -0.1 0.0
0.1 0.0 0.1
0.1 0.1 -0.1
0.0 0.0 0.0
0.0 0.0 0.0
0.1 -0.1 -0.1
0.0 0.0 0.0
0.0 0.0 0.0
0.0 0.0 0.0
0.0 0.0 0.0
0.0 -0.1 0.1
0.0 0.0 0.0
0.0 0.0 0.0
0.0 0.1 -0.1
0.0 -0.1 0.1
0.0 0.0 0.0
-0.1 0.0 0.0
0.0 0.0 0.0
0.1 0.0 0.0
0.0 0.0 0.0
0.0 0.0 0.0
0.0 0.1 0.0
-0.2 0.1 0.2
0.2 -0.1 0.1
-0.7 0.0 0.2
0.1 0.3 0.3
0.1 0.6 0.3
0.3 -0.2 -0.3
-0.1 0.6 -0.1
0.0 0.1 0.0
-0.2 -0.2 -0.4
0.0 0.0 0.0
0.0 0.1 0.0
-0.2 -0.3 0.0
-0.1 -0.2 0.0
-0.1 0.1 0.1
0.2 0.1 0.0
-0.3 0.8 0.1
0.3 -0.5 0.1
-0.4 0.0 0.0
0.3 -0.1 0.7
0.0 0.0 0.1
0.1 -0.1 0.0
0.1 0.0 0.0
-0.1 0.3 0.0
-0.1 0.0 0.1
0.1 0.0 0.0
0.1 -0.2 0.5
0.0 -0.1 -0.1
0.0 -0.1 0.0
-0.1 0.1 0.0
0.0 -0.1 0.0
-0.2 0.3 0.0
0.1 0.0 0.0
-0.2 -0.6 -0.3
-0.1 0.1 -0.1
0.1 -0.1 0.0
0.0 0.1 0.0
1.1 -0.1 -0.6
-0.2 0.1 0.0
0.0 0.0 0.0
0.2 0.0 -0.1
0.2 0.0 0.3
0.2 -0.1 -0.1
-0.1 0.0 0.1
0.0 0.0 0.0
0.0 0.0 0.0
-0.1 -0.2 -0.1
-0.1 -0.1 0.0
0.0 0.0 0.0
0.0 0.0 0.0
0.1 0.1 -0.1
0.0 0.0 0.0
0.0 0.0 0.0
0.0 0.0 0.0
0.1 0.2 0.0
-0.1 -0.1 -0.1
0.0 0.0 0.0
0.0 0.3 0.1
0.1 -0.1 0.0
0.0 0.0 0.0
0.1 0.1 0.1
0.0 -0.2 0.0
-0.2 -0.1 -0.1
0.0 -0.1 0.1
0.0 0.0 0.0
-0.2 0.2 -0.3
0.0 -0.1 -0.1
0.0 0.0 0.0
0.0 0.0 0.0
-0.1 -0.1 -0.1
0.1 -0.1 -0.1
0.1 0.2 0.1
-0.1 -0.3 -0.1
-0.2 0.1 -0.1
0.0 -0.1 0.0
-0.1 0.1 -0.1
0.0 -0.2 -0.2
0.0 0.0 0.0
-0.1 0.0 0.1
-0.1 -0.1 0.1
-0.2 0.1 0.1
0.1 -0.1 -0.1
0.0 0.0 0.1
0.0 0.0 0.0

---

no.,maximum force (eV/Å)
1,14.42
2,0.42
3,1.23